Record 1
Molecular formula: C4H14N2O
Method: DFT, the ωB97M-V functional and the def2-TZVPD basis

As for the relative energy (zero: lowest compared OMol25 entry of this formula, charge and spin): 250.4 kJ/mol. The net charge is 0. The LUMO energy is 1.00 eV. The HOMO energy is -8.92 eV. The total energy comes out at -9401.012 eV.

Structure (XYZ):
```
21
Properties=species:S:1:pos:R:3:forces:R:3
C 1.741410 0.416994 0.883914 0.151 -0.280 0.994
N 0.922573 -0.281634 1.547866 0.792 -0.077 -0.430
C 0.148663 0.310896 2.592601 -0.583 0.282 0.077
H 1.924159 1.483829 1.072268 -0.125 0.018 -0.009
H 2.420509 -0.097419 0.215566 -0.071 0.017 -0.460
H 0.267922 -0.292640 3.493100 0.064 0.078 0.030
H 0.396951 1.362740 2.797442 0.040 -0.091 0.001
H -0.897536 0.238159 2.272449 0.200 0.071 0.184
C -1.462638 -1.641084 -0.112697 -0.169 0.014 -0.383
N -1.679685 -0.229522 0.163960 -0.308 0.433 -0.322
H -0.395456 -1.834375 -0.086630 0.128 -0.142 0.034
H -1.930799 -2.230747 0.673382 0.024 -0.126 -0.004
H -1.857860 -1.973407 -1.089951 0.065 -0.015 0.268
H -2.671299 -0.030773 0.243626 0.094 0.010 -0.119
H -1.303538 0.355871 -0.586565 -0.267 -0.241 0.268
C 0.774882 0.630422 -2.693025 0.214 -0.292 -0.195
O 0.199356 1.373313 -1.646506 0.386 0.012 1.445
H 1.841982 0.850315 -2.804430 -0.040 -0.008 -0.076
H 0.259013 0.911132 -3.613138 0.073 -0.049 0.092
H 0.656735 -0.448082 -2.532325 -0.003 0.047 -0.095
H 0.644658 1.126011 -0.790908 -0.665 0.339 -1.300
```
Positions in Å, forces in eV/Å.

=====

Record 2
Molecular formula: C4H14N2O
Method: DFT, the ωB97M-V functional and the def2-TZVPD basis

As for the relative energy (zero: lowest compared OMol25 entry of this formula, charge and spin): 319.5 kJ/mol. The net charge is 0. The LUMO energy is 0.89 eV. The HOMO energy is -8.85 eV. The total energy comes out at -9400.295 eV.

Structure (XYZ):
```
21
Properties=species:S:1:pos:R:3:forces:R:3
C -2.070043 -0.294540 1.624180 -1.320 -2.096 -1.681
N -1.029552 -0.087623 0.678018 0.604 0.982 -1.878
C 0.197995 -0.770292 1.041074 0.607 2.474 0.005
C 1.422766 -0.468205 0.184714 2.956 -1.430 -0.095
N 1.925599 0.934047 0.216162 -1.277 0.918 1.021
C 1.484008 1.775519 -0.972053 -0.228 -0.126 1.454
H -2.041603 -1.408873 1.826992 -0.138 1.503 0.813
H -3.074398 -0.120363 1.230571 0.005 -0.232 -0.780
H -2.077896 0.433804 2.359406 0.592 0.681 2.678
H -0.927194 0.886413 0.355880 0.144 -0.750 0.676
H 0.481706 -0.604262 2.113056 -0.166 -0.026 -0.549
H 0.004229 -1.770560 0.899651 -0.360 -2.595 0.072
H 2.286054 -1.123051 0.760256 -1.926 1.363 -1.599
H 1.428093 -0.890996 -0.925628 -0.374 1.039 2.278
H 1.540447 1.344568 1.140752 0.866 -0.582 -2.165
H 1.811174 2.909862 -0.820076 -1.786 -2.227 0.150
H 2.134719 1.567636 -1.799706 0.194 -0.757 -0.533
H 0.413221 1.372671 -1.230299 1.623 1.934 0.002
O -1.494837 -0.978800 -2.449281 -2.040 3.881 -1.296
H -1.075035 -1.715875 -2.181061 2.223 -4.231 1.149
H -1.425505 -0.430442 -1.662297 -0.197 0.277 0.281
```
Positions in Å, forces in eV/Å.

=====

Record 3
Molecular formula: C4H14N2O
Method: DFT, the ωB97M-V functional and the def2-TZVPD basis

As for the relative energy (zero: lowest compared OMol25 entry of this formula, charge and spin): 306.7 kJ/mol. The net charge is +1. The spin multiplicity is 2. Its expectation value of S² is 0.7544. The LUMO energy (spin up / spin down) is -3.38 / -3.48 eV. The HOMO energy (spin up / spin down) is -10.48 / -13.05 eV. The total energy comes out at -9391.391 eV.

Structure (XYZ):
```
21
Properties=species:S:1:pos:R:3:forces:R:3
C 0.021579 0.113028 1.149158 -0.376 3.548 0.967
C -0.249964 -1.157279 0.509331 0.764 1.874 -3.246
C 0.120355 -0.746060 -0.942626 2.482 -2.386 -1.154
C 0.032483 -1.552103 -1.995398 -0.261 -0.211 -0.387
N 1.325275 0.158026 -1.023082 1.817 3.711 -1.630
N -1.651449 -0.297798 2.923924 -0.937 1.527 0.161
H 0.707894 0.132462 1.965593 0.220 0.470 0.381
H -0.409846 1.181293 0.738118 1.005 -3.128 1.187
H 0.480285 -1.961980 0.713002 -1.160 0.032 0.668
H -1.326500 -1.261289 0.412837 -0.049 -1.272 0.563
H 0.325623 -1.362969 -3.014258 0.663 0.570 -0.020
H -0.246717 -2.582305 -1.909825 -1.355 -0.193 0.358
H 1.997678 0.031246 -0.241258 -1.010 0.054 -0.210
H 1.163647 1.234297 -1.195291 -1.052 -1.119 1.581
H 1.968326 0.246235 -1.869040 -1.162 -2.118 0.471
H -1.913465 -1.256001 3.173363 -1.272 0.723 -0.580
H -1.165787 -0.039034 3.753422 0.769 0.576 0.645
H -2.342262 0.531357 2.784474 0.836 -2.923 0.393
H -0.390466 2.874824 -1.694682 -0.050 0.379 -0.363
H 1.024554 3.101079 -2.469194 -1.137 -0.226 0.806
O 0.528755 2.612971 -1.768569 1.265 0.113 -0.590
```
Positions in Å, forces in eV/Å.

=====

Record 4
Molecular formula: C4H14N2O
Method: DFT, the ωB97M-V functional and the def2-TZVPD basis

As for the relative energy (zero: lowest compared OMol25 entry of this formula, charge and spin): 757.5 kJ/mol. The net charge is +2. The LUMO energy is -9.70 eV. The HOMO energy is -17.49 eV. The total energy comes out at -9378.714 eV.

Structure (XYZ):
```
21
Properties=species:S:1:pos:R:3:forces:R:3
C -1.119596 -0.629968 0.355764 0.130 -4.892 -1.350
C -0.559094 0.659699 0.454048 0.546 4.382 1.791
C -0.034483 0.768505 -0.935196 -0.028 1.963 1.329
C -0.586791 0.021141 -1.934138 3.143 -1.531 0.414
N 1.216750 1.596565 -0.833212 2.907 -5.224 -3.270
N -2.828979 -2.087338 1.488986 0.176 0.210 3.124
H -0.602259 -1.537452 0.692337 -0.103 0.343 -0.408
H -1.955865 -0.780823 -0.326189 0.068 0.252 0.619
H 0.329334 1.044487 1.101122 -1.573 -1.830 -0.331
H -1.381475 1.172890 0.866697 -1.070 2.197 0.134
H -0.212953 -0.894569 -2.383282 0.930 1.077 -1.384
H -1.410967 0.525952 -2.252454 -4.094 -0.210 -0.110
H 1.135967 2.448588 -0.346446 -0.634 1.798 0.376
H 1.819878 0.986356 -0.250482 1.080 0.257 0.407
H 1.776856 1.608406 -1.768751 -1.280 0.706 1.714
H -3.524377 -1.699659 2.202083 1.226 -0.374 -1.227
H -2.225358 -2.714986 2.080707 -0.452 0.990 -0.477
H -3.365085 -2.793036 1.026789 -0.609 -0.291 -1.151
H 4.284345 0.463763 0.532567 -1.052 0.322 -0.386
H 3.563305 -0.501319 1.230767 0.421 -4.506 3.756
O 3.356755 0.148818 0.670156 0.270 4.362 -3.570
```
Positions in Å, forces in eV/Å.

=====

Record 5
Molecular formula: C4H14N2O2
Method: DFT, the ωB97M-V functional and the def2-TZVPD basis

As for the relative energy (zero: lowest compared OMol25 entry of this formula, charge and spin): 30.5 kJ/mol. The net charge is 0. The LUMO energy is 0.73 eV. The HOMO energy is -9.70 eV. The total energy comes out at -11450.374 eV.

Structure (XYZ):
```
22
Properties=species:S:1:pos:R:3:forces:R:3
C 0.663985 1.544349 -1.546203 0.081 -0.232 0.065
C -0.323838 1.606311 -0.379716 0.268 0.030 -0.093
C 0.303500 1.142573 0.942156 0.066 -0.146 -0.097
N 0.283462 -0.298874 1.068242 0.965 -0.420 -0.207
C -0.777684 -0.929097 1.329728 -0.792 0.402 0.193
N -2.008945 -0.351508 1.529282 -0.127 -0.043 0.251
H 1.636658 1.918604 -1.241471 0.153 0.239 0.087
H 0.837232 0.513379 -1.859134 -0.119 -0.023 -0.104
H 0.349134 2.130182 -2.411700 -0.133 -0.144 0.063
H -0.677574 2.624096 -0.258465 -0.104 0.256 0.001
H -1.190846 0.983693 -0.598252 -0.153 0.080 -0.002
H -0.140173 1.648218 1.805157 -0.245 -0.009 0.078
H 1.356634 1.418360 0.952791 0.040 0.227 0.022
H -0.777687 -2.010424 1.341654 0.083 -0.179 -0.002
H -2.753258 -0.912168 1.911588 0.147 -0.059 -0.030
H -2.013720 0.606571 1.840213 -0.079 0.051 -0.110
O -0.772014 -2.380337 -1.412730 -0.030 -0.017 -0.153
H 0.163753 -2.612931 -1.462909 0.042 -0.009 0.193
H -0.763299 -1.503179 -1.017392 0.068 0.012 -0.046
O 2.202046 -2.105284 -0.120481 -0.108 0.198 -0.012
H 2.669320 -1.621360 -0.807619 0.083 -0.024 0.025
H 1.733310 -1.411164 0.395261 -0.104 -0.191 -0.124
```
Positions in Å, forces in eV/Å.